(1)
This record from the OMol25 dataset describes a single CH5OP molecule at a distorted geometry. The level of theory is wB97M-V/def2-TZVPD.

CARTESIAN COORDINATES (ANGSTROEM)
H 0.44012 0.07994 1.35388
H 1.78084 0.15551 -1.22758
H -1.75920 -0.93840 0.81367
H -1.79724 -0.84116 -1.22503
O 1.76609 -0.20153 -0.33035
C 0.55961 0.28619 0.24882
P -1.63717 0.08310 -0.07873
H 0.64696 1.37636 0.44532

Output
- SMILES = OCP
- DFT total energy (hartree) = -457.5954
- orbital gap (eV) = 10.16



(2)
This record from the OMol25 dataset describes 15 unconnected molecules or ions with the total composition C80H197N15O15 at a distorted geometry. The level of theory is wB97M-V/def2-TZVPD.

CARTESIAN COORDINATES (ANGSTROEM)
C 19.74441 19.50105 19.43506
H 16.88209 23.99490 16.49347
C 17.97231 25.83915 16.57106
H 27.36695 13.91075 15.09121
H 13.73714 17.88846 21.79132
H 27.53934 18.62722 22.99477
N 25.45132 18.88079 14.34904
C 16.31385 10.23479 20.82149
H 15.50084 15.16652 13.05258
N 20.90622 13.78099 18.91759
H 15.70048 19.57632 19.29625
H 26.87300 18.78795 17.70703
H 17.49609 14.35394 23.95674
H 28.58590 20.45900 20.59541
H 18.00337 25.94443 15.48205
H 22.93048 11.50324 18.63020
C 20.98198 10.38171 19.86986
H 27.63780 18.42754 11.90076
C 15.32638 15.50774 19.46789
C 26.74172 18.25014 22.30004
H 25.69855 14.86199 18.13749
H 25.38442 11.32315 18.96248
C 18.35189 14.71190 10.32985
H 18.46484 14.13200 15.40513
H 28.95912 16.31867 22.66996
C 29.47999 18.88225 18.49003
H 22.04961 15.60564 19.09423
H 22.80786 18.11540 19.31266
C 15.28874 20.64259 15.54756
H 17.18169 10.97686 16.68762
C 25.89871 17.69040 19.35278
O 19.28087 23.10176 11.95105
O 13.05277 20.69561 16.62084
H 19.90157 24.04341 16.92606
H 18.46350 11.64911 20.79891
H 20.00267 15.98346 10.40889
H 12.86841 19.16485 17.45122
C 17.63924 12.07684 21.40805
H 26.90727 20.24047 20.20891
C 25.43334 19.96966 12.07568
H 22.27962 18.43211 22.72762
C 20.53959 11.38539 13.50144
H 24.17533 19.50686 16.68755
H 14.30380 14.46133 17.74293
H 19.04530 14.33208 21.21335
C 24.20008 11.87274 22.95423
H 15.80430 13.50266 13.53836
H 20.50691 12.50616 15.24216
H 17.39947 16.26164 11.22354
H 19.12884 23.62325 15.36216
C 23.83017 17.43991 12.56235
H 23.87209 16.55391 14.51743
H 19.14938 20.62470 12.81650
O 21.79801 13.20395 12.74196
H 15.97154 21.72058 13.80555
H 19.55116 14.36572 22.80831
C 23.09645 19.95313 14.33395
H 17.31910 14.57140 16.74265
C 20.48767 15.74790 17.57364
H 20.35503 10.33921 13.34005
H 24.90784 12.58578 23.40432
H 17.19972 14.48842 12.79684
H 26.20216 20.23656 11.34951
H 29.12868 19.54441 17.66186
H 17.63198 22.09050 11.15180
C 26.16223 12.09332 14.66389
H 12.44732 15.39769 19.76814
C 28.03180 16.02836 22.08153
H 11.72613 22.16328 16.56277
H 21.35965 15.94096 12.37649
H 24.98976 17.52063 18.71535
H 12.00271 21.31985 18.14370
H 11.37139 16.34415 18.76436
C 27.88597 20.19429 19.79404
C 17.57053 12.00930 16.77460
C 23.24894 14.10048 22.04719
H 22.04154 20.16466 25.85122
C 17.38955 14.16220 15.70572
H 27.48658 17.24891 17.97646
H 23.19436 20.68326 15.08981
H 20.00535 15.06847 16.84966
C 23.31168 10.73978 19.37452
O 25.99606 20.17274 14.86983
O 23.28962 20.61332 18.99234
H 17.97858 13.92012 8.25772
H 25.74348 14.13980 14.58560
C 23.46377 17.44307 14.01545
H 18.96855 16.73631 22.32469
O 18.95871 22.18176 16.80202
H 20.44232 18.26241 15.60992
H 25.52651 17.59636 11.30230
H 15.74985 21.35598 16.31771
H 19.50538 19.50638 20.51770
C 21.25794 19.51096 19.15013
H 16.20981 13.22709 23.42327
C 20.80264 20.74886 11.49369
C 24.00802 21.78295 19.10805
H 27.67244 17.99482 13.62780
H 20.71559 13.09861 18.17857
H 23.53632 13.51348 11.65960
H 23.70668 9.43578 21.74870
H 27.15222 10.21459 14.82688
H 25.08546 11.73711 14.69586
H 27.91076 19.65378 13.18728
C 26.31793 13.48025 15.20811
H 21.21509 21.47998 12.18490
C 28.22682 18.76864 19.36218
C 22.32528 10.68771 20.53198
C 19.20983 12.07040 13.10294
N 20.93161 11.65371 14.92077
H 24.25114 13.27105 19.84521
C 16.25829 14.48047 13.40112
C 15.55364 16.91518 19.85375
C 27.13152 18.12200 18.53371
H 26.20943 19.00958 21.77683
H 26.65370 19.87871 15.51021
C 19.95246 17.52505 16.24485
H 27.24363 15.08054 17.23431
H 15.85615 16.98257 20.94774
H 19.79722 21.69602 14.94460
C 21.59624 11.81959 12.52406
H 19.82345 18.38862 22.37397
H 20.40664 16.26659 25.03846
H 17.70555 19.25399 10.99867
H 23.64064 14.29567 17.69913
H 20.62827 12.58548 22.00676
H 14.19885 20.09993 19.81557
H 22.76463 14.51349 21.13544
C 27.36301 18.73646 12.93099
H 21.30559 16.26171 22.33079
H 16.31061 14.96792 19.37220
C 22.64644 14.53813 17.30898
C 16.52155 14.98051 14.82297
H 16.42572 17.36683 19.32344
H 18.61214 12.23955 16.96416
H 24.91238 11.13625 22.69911
N 20.70844 15.72005 24.22510
C 26.17244 14.83236 17.17672
H 16.70687 14.57460 22.45018
C 22.65882 9.60840 21.58227
H 29.73164 17.88958 18.09323
C 26.33684 16.66751 20.35883
C 13.10269 16.44899 16.43854
H 15.24831 19.50166 21.01030
H 27.81200 11.45402 15.83251
H 15.89251 19.94669 13.52442
N 17.76253 24.13672 18.39692
N 28.43171 17.83506 20.48243
C 25.86491 18.80546 12.96360
H 18.67056 12.32243 23.31807
H 19.67569 16.00786 18.27902
H 16.42399 19.20536 16.29299
H 20.97151 9.42794 19.32928
N 19.33880 13.77010 21.99005
H 24.19251 22.09038 20.16272
H 13.33570 20.49909 14.51632
C 22.04681 17.81615 23.59201
H 20.28898 17.42409 12.52674
H 27.63522 12.35664 13.25689
H 19.28200 24.67039 10.57106
H 19.35249 13.14115 13.16429
N 13.83825 17.79134 18.34661
H 16.06076 10.51444 19.84148
H 25.77669 15.61172 16.55479
H 21.96426 11.71156 15.06373
H 19.16445 17.69843 23.86357
O 12.69808 18.60529 18.28149
H 15.58552 14.94961 15.35540
H 20.69175 11.11527 19.13755
H 24.18767 14.58543 22.29806
H 21.94726 21.03296 20.58162
C 17.12179 13.77962 23.10510
O 16.71198 11.10866 21.87052
C 24.65558 12.55396 20.55420
O 16.98613 12.77566 15.73092
C 13.40426 16.35755 17.95751
N 21.95589 18.39794 19.79605
O 21.70198 18.57438 24.70450
H 21.20449 19.72842 11.81357
H 25.97639 17.65533 22.83709
H 15.03820 19.13725 17.02622
H 22.70222 20.34500 24.17023
C 23.98316 18.73800 14.68737
H 21.47252 13.34650 19.67498
C 18.91985 24.41482 11.56155
H 18.85969 26.38501 16.89472
H 19.44289 25.08920 12.23824
H 13.17007 22.50515 17.73514
H 13.08089 15.49146 16.01146
H 11.98105 16.67966 16.26053
H 18.98585 11.71966 12.09009
H 17.17034 12.42261 17.74989
C 19.62348 17.46342 22.87657
H 25.61913 12.89741 20.88908
H 22.03453 19.68555 14.33757
C 12.49153 21.76048 17.26369
H 24.96278 21.70779 18.57759
H 25.09034 10.43619 20.53224
O 20.97019 16.91158 16.99491
H 18.25213 23.25515 18.66756
O 19.29096 15.57665 12.36299
N 15.41684 19.22695 16.07052
H 30.35643 19.28264 19.03025
H 24.71368 17.81360 16.57072
H 19.51629 13.32168 9.02654
C 24.00352 18.55967 16.17278
N 17.55463 15.89366 10.28186
N 22.32520 12.07158 21.18740
H 23.00379 18.20341 16.57992
H 23.47537 11.54808 23.71235
C 19.86816 21.35742 15.99980
C 18.70701 22.08400 11.15707
H 19.32009 18.58631 19.03205
H 16.80216 24.07338 18.72842
H 16.72352 15.83102 9.81666
H 17.90276 13.84607 10.87431
H 23.53920 22.65230 18.59844
N 18.73689 19.44168 11.13852
C 25.27908 17.50129 12.34648
C 24.71243 11.16377 19.84813
H 23.20549 20.44203 13.40363
C 23.16564 13.62602 12.70095
H 13.79871 17.12243 15.99001
H 19.11353 19.30367 10.19913
H 20.41724 14.35460 11.11986
H 21.58108 15.20409 24.49674
H 28.44681 15.33511 21.33140
C 22.52944 19.64994 25.04422
H 23.71948 13.06905 13.49332
H 23.34230 16.56710 12.06704
H 20.92369 21.46786 16.37698
H 19.44987 20.31424 16.06475
H 26.71322 15.77026 19.80661
H 11.92356 14.80470 18.22201
H 20.41540 16.26297 13.87103
H 26.37948 10.58752 16.37445
C 23.64416 12.60983 21.74316
H 26.30794 12.87207 12.71139
H 21.47379 21.64794 19.01948
C 26.88071 11.02806 15.48243
C 18.80249 14.21155 8.94824
H 17.22122 20.57831 14.47026
H 27.82938 20.87508 18.97740
H 15.31144 15.70905 17.23908
H 22.12470 9.91448 22.47840
C 18.19326 12.91864 22.54699
H 25.73519 16.54357 12.76682
H 22.37272 17.42962 14.21264
H 25.49189 16.32786 20.93464
H 22.26164 13.62909 16.77752
H 17.06305 26.42664 16.85839
H 17.80070 24.57380 11.48655
H 22.53099 11.26758 12.65533
H 20.18035 10.18116 20.57187
C 13.77879 21.01671 15.42869
C 12.23072 15.70218 18.75352
H 22.57452 14.08336 22.89533
H 12.93452 16.63322 20.96034
C 21.93047 20.78390 19.49592
H 23.52149 19.27751 25.30895
H 19.31075 16.76504 15.73031
H 30.25688 17.83740 21.11465
H 21.36820 19.55164 18.04103
C 21.55897 14.96206 18.30349
H 19.39056 14.93293 8.39067
H 27.34441 15.46094 22.73046
H 18.40148 11.81569 13.79682
C 14.40534 17.86460 19.73146
H 21.35368 17.60859 19.62544
H 17.67499 16.53669 14.09657
C 19.27160 20.71000 11.68914
H 23.32564 9.75183 18.91383
H 19.32146 18.14075 16.87847
C 20.98527 16.77798 23.20460
C 14.61946 15.44118 18.05287
C 27.43866 17.20980 21.34905
H 12.44163 18.19268 20.54488
H 22.86425 15.35355 16.62242
H 17.13401 9.50797 20.55551
C 13.34003 17.67411 20.83813
H 14.67426 15.08509 20.24440
H 19.26688 20.37758 18.89326
H 13.62366 22.09262 15.16111
C 14.98161 19.30677 19.99074
H 25.32437 20.89240 12.62203
H 22.94883 17.27651 23.95278
H 25.46315 18.59254 19.84153
C 20.42779 16.30031 12.80726
C 19.08168 23.59701 16.41877
H 15.50719 9.67332 21.22680
N 17.00339 16.39631 14.89320
O 29.51686 18.40460 21.22499
N 26.66419 12.09979 13.29917
H 24.44103 19.76982 11.57758
H 23.10711 14.67962 13.03841
H 21.06100 20.88864 10.43294
H 22.20186 8.65337 21.25955
C 17.82779 24.36653 16.95810
C 16.19999 20.74458 14.25292
H 17.02924 12.75463 20.70267
C 19.60416 15.17995 11.05279
O 25.94870 13.55216 16.60472
H 21.11178 11.67514 11.60013
H 16.29893 17.16249 14.83056
H 19.11549 22.11915 10.15451
O 21.37192 11.95480 22.22297
H 23.36046 18.28203 12.21513

Output
- DFT total energy (hartree) = -5115.7140
- orbital gap (eV) = 8.56



(3)
This record from the OMol25 dataset describes a molecular structure, C33H31BrMgN6O2. The level of theory is wB97M-V/def2-TZVPD.

CARTESIAN COORDINATES (ANGSTROEM)
H -1.72779 0.01050 2.80553
Br 2.59531 -4.30428 -3.45167
H 0.95216 -5.65066 -1.36053
H 4.23477 -2.61612 -0.51749
H 0.01949 5.68098 0.58624
H -0.53144 2.94601 3.83457
H -1.68025 2.94779 -2.61364
C -2.53566 3.29986 -2.03335
N 1.67938 -1.22991 2.16011
H -2.82472 2.31452 3.13720
C 3.89540 -3.37841 0.17191
H 2.18361 0.39385 -5.40126
H -0.53164 -4.71523 0.42918
H -3.79031 1.53706 -2.33349
Mg 1.16454 0.46466 -0.22171
N 1.16010 -0.02371 1.81946
C 2.52198 -3.95499 2.07412
H -3.08979 5.00426 -0.11203
H -4.68199 3.00970 -1.99268
H -4.21067 0.09907 2.36997
H 4.98294 -4.97697 -0.75138
C -0.69527 2.97326 2.75582
C 3.00545 -2.98743 1.17570
C 1.69110 0.49924 -4.44797
H -0.86948 5.18358 2.88972
C -1.00697 0.79804 -2.05098
C -3.81323 2.61354 -2.52014
C 0.32628 0.41138 -4.18188
H -2.59497 4.37054 -2.23192
O 2.83777 -0.82524 0.21091
H -3.07851 4.60757 2.32296
N 0.52833 -1.82741 -0.92339
H -0.74785 -2.26527 0.63309
C -2.11022 0.07051 1.78273
N 0.97280 2.44174 0.99356
H 0.61767 0.60816 3.72288
C -2.66200 4.08974 0.28678
C 1.30598 -2.33263 -1.88673
C 0.18087 0.62481 -2.80752
H 1.83001 -1.62318 -2.51592
C -2.09086 1.48289 1.27694
C -0.88673 4.38497 2.14835
C -1.83337 1.79669 -0.00524
C 0.03292 4.68727 1.01763
H -3.55672 -1.52014 2.12064
H -3.96256 2.76739 -3.58978
H 1.41997 3.97095 -0.39330
H 2.54702 -6.00943 2.63765
C -3.53410 -0.49372 1.75007
H 3.36534 0.90594 -3.02737
C 2.51473 -1.59145 1.15899
C -2.17361 2.57582 2.30126
C 2.30961 0.77322 -3.21848
C 3.80991 -5.64202 0.93187
H 4.11528 -6.67793 0.84265
C -0.12407 -2.69030 -0.13955
C 0.70088 0.80930 2.65698
N 1.42105 0.85856 -2.21989
C 0.80826 3.76200 0.47284
H -0.47233 0.22073 -4.88311
C -2.37013 4.01896 1.74183
H -1.95283 0.79616 -2.59066
N -0.94452 0.98735 -0.76322
H -3.92240 -0.48215 0.73069
O 1.65955 -3.67800 3.07074
C -2.30162 3.11843 -0.55230
C 1.46150 -3.69180 -2.07472
C 0.81123 -4.58445 -1.24404
C 0.35472 2.13545 2.07261
C 4.30264 -4.69055 0.03892
C -0.00805 -4.06570 -0.25851
H -1.45542 -0.54347 1.17007
C 2.93404 -5.28132 1.93648
H 1.51748 -2.69860 3.07622

Output
- DFT total energy (hartree) = -4529.2952
- orbital gap (eV) = 6.82



(4)
This record from the OMol25 dataset describes a single C7H8N4S molecule at a distorted geometry. The level of theory is wB97M-V/def2-TZVPD.

CARTESIAN COORDINATES (ANGSTROEM)
C -1.77480 0.12636 -0.07561
H 0.76070 3.67301 -0.80591
H 0.70238 3.50332 0.93981
S 1.96089 -1.43513 -0.00261
C -2.52575 -1.80592 0.06949
C 0.63233 -0.26489 -0.09234
N -0.18977 1.86664 -0.03032
H 3.28194 0.33192 -0.77653
N -2.93306 -0.51422 -0.00501
H 4.17739 -1.07734 -0.07657
C -1.46791 1.46837 0.03693
C 3.39143 -0.35197 0.04566
N 0.89869 1.02954 -0.02188
C -0.70097 -0.76756 -0.07845
N -1.18778 -2.00558 0.01137
H 3.59588 0.16462 1.03664
H -2.22351 2.20820 0.07538
H -3.14303 -2.68530 0.26900
H -0.83183 3.83525 0.09869
C 0.14388 3.32455 0.02800

Output
- SMILES = CSc1nn(C)cc2ncnc1-2
- DFT total energy (hartree) = -888.7171
- orbital gap (eV) = 8.77



(5)
This record from the OMol25 dataset describes 8 unconnected molecules or ions with the total composition C20H37Cl14FN3O2P at a distorted geometry. The level of theory is wB97M-V/def2-TZVPD.

CARTESIAN COORDINATES (ANGSTROEM)
H -3.60760 -5.16083 -4.22539
C -5.30029 -3.82414 -4.37651
H 2.91588 -2.36214 -6.10798
H -2.85562 0.24784 -2.72726
C 5.18492 -0.45752 4.72981
Cl -2.69880 -3.02281 -4.62973
C -1.20983 -1.15289 -2.65859
H 6.25966 -0.39162 4.56217
O 2.01639 5.10715 -2.80941
H -3.93265 4.02604 1.94865
C 3.38215 3.99971 0.36131
H 1.66115 -4.56409 0.75978
O 2.79459 2.66343 -2.38285
Cl 2.86273 -0.13902 -4.23166
H 2.59059 1.86323 3.22736
Cl 2.83714 -2.20182 -0.43941
Cl -0.18127 -4.62111 3.66984
H 1.99900 4.16632 2.65505
H -3.07383 5.52815 2.28889
H 1.19865 5.54445 -3.09034
H 0.69273 -1.67185 0.40323
H -0.88560 -2.01606 -2.08188
H 0.38018 3.49697 2.86318
H -6.04477 -4.58211 -4.61872
H 1.81676 5.41286 -0.08944
C -1.96394 -4.57379 3.71200
H -5.57829 -2.89940 -4.87911
C 0.87954 3.66265 0.76843
H 0.13344 -3.93797 1.38566
C 1.99315 4.31733 -0.12350
H -2.29569 -5.15517 4.57012
F 0.73308 1.14390 2.89877
C -5.17392 5.79415 1.98556
C 1.44635 -2.41582 0.66143
H 1.80631 -2.20155 1.66506
H -3.32125 -1.43453 -2.46744
Cl -2.13475 -2.36147 5.31015
H 3.30638 -2.13138 -3.07178
N -1.11319 5.39064 0.70781
H -2.31561 -5.06974 2.80708
C -0.28209 4.65286 0.82545
H -3.95037 -4.58014 -5.85618
H -5.30147 6.70009 2.57538
H -1.22607 -1.43463 -3.71020
C -2.57636 -0.67843 -2.22720
H 3.33981 -3.71143 -5.05134
P 1.70113 3.79650 -1.90798
Cl 4.52794 1.18916 4.55267
C -3.99752 4.98091 2.46709
C -3.93201 -4.29766 -4.80376
Cl -2.66321 -0.40493 -0.46569
H 0.24455 2.39730 -2.56752
H 0.46665 2.72737 0.34244
C 4.56725 -1.41510 3.74166
Cl 1.11770 -3.03550 -4.74156
N 4.46480 3.98444 0.66724
C 3.47655 -1.80343 -4.09459
H 4.55184 -1.75858 -4.26825
N 0.23810 3.34054 -2.17748
C 0.88576 -3.81504 0.60679
Cl 0.08403 -4.15815 -0.95045
Cl -5.39484 -3.54690 -2.61854
C 2.84041 -2.74354 -5.09114
H 4.63765 -1.03877 2.72210
Cl -4.07682 4.65392 4.21913
H 2.65697 1.83454 -1.89330
C 1.79988 1.95129 2.45683
C -2.49429 -3.16007 3.75980
C 1.30624 3.40071 2.25684
H 5.07866 -2.37647 3.78589
H 5.01951 -0.77928 5.75643
H 2.18927 1.47280 1.53535
H -3.57856 -3.17025 3.65202
H -2.07761 -2.54856 2.96064
Cl 0.02519 0.12140 -2.48647
Cl 2.84899 -1.72003 4.10346
H -5.02010 6.08138 0.94583
Cl -6.70144 4.87572 2.04831

Output
- SMILES = N#C[C@H](CCF)[C@@H](C#N)P(=N)(O)O.ClCCCl.ClCCCl.ClCCCl.ClCCCl.ClCCCl.ClCCCl.ClCCCl
- DFT total energy (hartree) = -7982.9630
- orbital gap (eV) = 9.72